DFT (ωB97M-V with the def2-TZVPD basis set) results for a molecular structure, C51H46N5OP2S2TeV at a distorted geometry.

Values from the calculation:
- total charge = +2
- orbital gap (spin up / spin down) (eV) = 6.19 / 6.17

Cartesian coordinates (Å):
V: 0.0701 -0.1123 -0.5355
Te: -2.6521 3.2254 0.0290
C: -1.8038 5.0674 -0.7464
C: -2.0668 5.4447 -2.0544
C: -1.4805 6.6127 -2.5283
N: -0.6883 7.3620 -1.7917
C: -0.4483 7.0135 -0.5460
C: -0.9832 5.8677 0.0331
C: -0.9077 2.2516 -0.7264
P: -0.9391 1.1996 -2.1459
C: -2.6089 1.3825 -2.8132
C: -3.6337 0.7989 -2.0632
C: -4.9531 1.0232 -2.4069
C: -5.2511 1.8364 -3.4902
C: -4.2350 2.3955 -4.2480
C: -2.9078 2.1645 -3.9242
C: 0.2756 1.7997 -3.3570
C: 1.1381 0.8636 -3.9259
C: 2.0725 1.2666 -4.8623
C: 2.1490 2.6018 -5.2266
C: 1.2996 3.5365 -4.6535
C: 0.3654 3.1432 -3.7126
P: 0.5094 1.9236 0.2993
C: 1.9453 2.7407 -0.4551
C: 3.0921 1.9772 -0.6651
C: 4.1616 2.5228 -1.3512
C: 4.0732 3.8111 -1.8545
C: 2.9350 4.5729 -1.6375
C: 1.8711 4.0494 -0.9266
C: 0.1629 2.6013 1.9256
C: -0.7975 1.9180 2.6768
C: -1.1968 2.4294 3.8961
C: -0.6337 3.6100 4.3636
C: 0.3471 4.2623 3.6331
C: 0.7600 3.7595 2.4101
H: -2.7123 4.8595 -2.6929
H: -1.6526 6.9574 -3.5383
H: 0.2028 7.6728 0.0105
H: -0.7544 5.6224 1.0592
H: -3.3845 0.1656 -1.2176
H: -5.7488 0.5781 -1.8290
H: -6.2805 2.0397 -3.7379
H: -4.4799 3.0209 -5.0924
H: -2.1165 2.5866 -4.5269
H: 1.0451 -0.1888 -3.6597
H: 2.7280 0.5390 -5.3177
H: 2.8641 2.9104 -5.9724
H: 1.3628 4.5736 -4.9446
H: -0.2976 3.8685 -3.2579
H: 3.1371 0.9598 -0.2809
H: 5.0653 1.9514 -1.4932
H: 4.9015 4.2201 -2.4113
H: 2.8669 5.5763 -2.0267
H: 0.9844 4.6442 -0.7440
H: -1.2236 0.9932 2.2796
H: -1.9470 1.9235 4.4835
H: -0.9661 4.0262 5.3020
H: 0.7846 5.1730 4.0115
H: 1.5270 4.2575 1.8316
S: 4.9266 -4.0797 0.5455
C: 3.6174 -2.9165 0.4796
C: 2.9012 -2.8676 -0.7288
C: 1.8160 -2.0385 -0.8348
N: 1.3858 -1.2545 0.1695
C: 2.0617 -1.3053 1.3303
C: 3.1661 -2.1035 1.5249
C: 6.3264 -3.2201 1.2727
C: 6.3359 -2.6028 2.5089
C: 7.5094 -1.9613 2.8928
N: 8.5991 -1.9492 2.1552
C: 8.5985 -2.5763 0.9973
C: 7.4766 -3.2266 0.4970
H: 3.2140 -3.4655 -1.5695
H: 1.2489 -1.9849 -1.7692
H: 1.6955 -0.6734 2.1349
H: 3.6479 -2.0960 2.4869
H: 5.4883 -2.6174 3.1721
H: 7.5594 -1.4413 3.8392
H: 9.5205 -2.5563 0.4320
H: 7.4981 -3.7176 -0.4634
C: -2.8973 -7.6199 1.3205
C: -3.0299 -6.2303 0.7055
C: -1.7559 -5.4087 0.9129
N: -1.8540 -4.1315 0.2310
C: -1.5692 -2.9122 0.6501
S: -1.6538 -1.6503 -0.4991
N: -1.2404 -2.6211 1.9272
C: -1.7716 -3.1378 3.1577
O: -1.0774 -3.0551 4.1307
C: -3.1600 -3.6249 3.1078
C: -4.0953 -3.0786 2.2242
C: -5.4113 -3.5002 2.2596
C: -5.8072 -4.4783 3.1594
C: -4.8870 -5.0196 4.0438
C: -3.5734 -4.5908 4.0311
H: -3.8055 -8.1879 1.1389
H: -2.7373 -7.5608 2.3944
H: -2.0664 -8.1658 0.8778
H: -3.8835 -5.7059 1.1414
H: -3.2036 -6.3352 -0.3688
H: -0.9131 -5.9552 0.4731
H: -1.5476 -5.2598 1.9729
H: -2.1406 -4.2002 -0.7405
H: -0.6312 -1.8141 2.0561
H: -3.8062 -2.2994 1.5319
H: -6.1321 -3.0594 1.5891
H: -6.8320 -4.8148 3.1737
H: -5.1989 -5.7725 4.7489
H: -2.8578 -5.0092 4.7221


DFT (ωB97M-V with the def2-TZVPD basis set) results for a molecular structure, C51H48As2ClIrN7O2P at a distorted geometry.

Values from the calculation:
- ⟨S²⟩ = 0.83
- total charge = +1
- 2S+1 = 2
- orbital gap (spin up / spin down) (eV) = 6.67 / 6.45

Cartesian coordinates (Å):
Ir: -0.5366 0.1327 0.1537
C: -5.4796 -2.6277 0.4914
N: -4.4242 -1.8924 -0.1472
C: -4.5106 -1.1928 -1.3141
C: -3.2885 -0.6234 -1.5142
N: -2.4618 -0.9672 -0.4926
C: -3.1586 -1.7657 0.3254
P: -2.7622 -2.1371 2.1712
C: -2.6758 -0.3888 2.5430
N: -1.9223 0.5643 1.9627
C: -2.1448 1.7126 2.6593
C: -3.0070 1.4701 3.6832
N: -3.3294 0.1438 3.6225
C: -4.2727 -0.5457 4.4448
C: -1.0459 -2.6020 1.8053
N: -0.1221 -1.9025 1.1315
C: 1.0323 -2.6169 1.1947
C: 0.8359 -3.7412 1.9400
N: -0.4631 -3.7095 2.3508
C: -1.1488 -4.6505 3.1814
H: -6.3231 -2.7343 -0.1894
H: -5.8135 -2.1032 1.3923
H: -5.1236 -3.6179 0.7791
H: -5.4112 -1.1526 -1.8927
H: -2.9634 0.0131 -2.3101
H: -1.6678 2.6354 2.3974
H: -3.4038 2.1157 4.4400
H: -4.3944 -0.0178 5.3901
H: -3.9128 -1.5607 4.6311
H: -5.2449 -0.6107 3.9466
H: 1.9372 -2.2577 0.7373
H: 1.5061 -4.5353 2.2043
H: -0.4476 -5.3815 3.5777
H: -1.9236 -5.1693 2.6114
H: -1.6271 -4.1158 4.0079
C: 2.4734 -1.1489 -2.1203
C: 2.4952 0.3483 -2.3261
As: 1.6245 1.2317 -0.7790
C: 1.8490 3.0768 -1.3332
C: 2.4694 3.9925 -0.4904
C: 2.6300 5.3090 -0.8821
C: 2.1535 5.7290 -2.1125
C: 1.5162 4.8268 -2.9488
C: 1.3607 3.5070 -2.5613
C: 3.0785 1.1050 0.5297
C: 4.3703 1.4041 0.1095
C: 5.4542 1.2815 0.9597
C: 5.2446 0.8915 2.2726
C: 3.9669 0.6213 2.7197
C: 2.8663 0.7210 1.8620
As: 0.6052 -1.8229 -1.9913
C: 0.0484 -1.1671 -3.7445
C: -0.5922 0.0669 -3.7879
C: -0.9484 0.6305 -5.0009
C: -0.6847 -0.0445 -6.1816
C: -0.0320 -1.2658 -6.1470
C: 0.3477 -1.8158 -4.9355
C: 1.0329 -3.6996 -2.4076
C: 0.1701 -4.4529 -3.1992
C: 0.5341 -5.7177 -3.6303
C: 1.7541 -6.2550 -3.2519
C: 2.5963 -5.5322 -2.4227
C: 2.2330 -4.2670 -1.9943
H: 3.0152 -1.3940 -1.1991
H: 2.9733 -1.6662 -2.9473
H: 1.9535 0.6193 -3.2388
H: 3.5205 0.7182 -2.4338
H: 2.8249 3.6671 0.4811
H: 3.1268 6.0067 -0.2236
H: 2.2631 6.7601 -2.4127
H: 1.1354 5.1553 -3.9037
H: 0.8468 2.8060 -3.2110
H: 4.5356 1.7412 -0.9082
H: 6.4497 1.4963 0.6031
H: 6.0748 0.8074 2.9559
H: 3.7992 0.3735 3.7566
H: 0.9024 1.2403 2.1204
H: -0.8177 0.5848 -2.8578
H: -1.4374 1.5939 -5.0268
H: -0.9820 0.3797 -7.1282
H: 0.1859 -1.7945 -7.0635
H: 0.8777 -2.7595 -4.9208
H: -0.7816 -4.0258 -3.5010
H: -0.1264 -6.2806 -4.2741
H: 2.0493 -7.2361 -3.5932
H: 3.5472 -5.9468 -2.1202
H: 2.9000 -3.7131 -1.3437
Cl: -2.3283 8.6856 -1.0160
C: -1.9032 7.0386 -0.7427
C: -2.5566 6.0378 -1.4518
C: -2.2093 4.7222 -1.2328
C: -1.2155 4.3970 -0.3091
C: -0.5812 5.4088 0.4081
C: -0.9176 6.7284 0.1864
C: -0.8552 2.9702 -0.1326
O: -0.0960 2.6137 0.8146
O: -1.3122 2.1336 -0.9500
H: -3.3305 6.2913 -2.1602
H: -2.7103 3.9240 -1.7604
H: 0.1750 5.1530 1.1340
H: -0.4266 7.5162 0.7345
N: 1.5693 0.5009 2.3353
C: 1.2579 -0.3220 3.4052
C: 0.1439 -0.0567 4.2086
C: -0.2509 -0.9603 5.1733
C: 0.4796 -2.1164 5.4072
C: 1.6228 -2.3543 4.6633
C: 2.0029 -1.4807 3.6639
H: -0.4150 0.8553 4.0711
H: -1.1305 -0.7630 5.7657
H: 0.1656 -2.8194 6.1634
H: 2.2117 -3.2415 4.8429
H: 2.8561 -1.7161 3.0480


DFT (ωB97M-V with the def2-TZVPD basis set) results for 9 unconnected molecules or ions with the total composition C51H48BF8NO3PS at a distorted geometry.

Values from the calculation:
- total charge = -1
- orbital gap (eV) = 6.99

Cartesian coordinates (Å):
C: -0.7970 4.5653 2.0023
B: -1.5644 4.7407 0.6166
O: -2.3033 5.8514 0.3864
C: -1.4154 3.6237 -0.4984
N: 0.0161 3.4898 -0.9007
P: 0.6426 1.9832 -0.7219
S: 2.3114 1.6864 -1.7023
C: -2.3273 3.9428 -1.7302
O: -1.7735 4.0472 -2.8359
O: -3.5376 4.0218 -1.4516
H: -0.0813 3.7549 1.9528
H: -0.2994 5.4836 2.2843
H: -1.5394 4.2948 2.7474
H: -2.7708 6.1649 1.1620
H: -1.8173 2.7015 -0.0825
H: 0.6151 4.1935 -0.4960
H: -0.3480 1.1035 -1.1652
H: 0.8782 1.6865 0.6372
F: -0.0935 -1.8925 -4.0029
C: 0.5972 -1.1203 -4.8776
C: 1.5225 -1.7017 -5.7173
C: 2.2167 -0.8866 -6.5994
C: 1.9841 0.4830 -6.6151
C: 1.0523 1.0425 -5.7500
C: 0.3464 0.2314 -4.8780
H: 1.6940 -2.7704 -5.6768
H: 2.9426 -1.3200 -7.2709
H: 2.5344 1.1154 -7.2986
H: 0.8758 2.1089 -5.7463
H: -0.3851 0.6421 -4.1950
F: 5.1640 -2.3077 -6.6731
C: 5.4053 -3.2947 -7.5528
C: 4.3384 -3.9267 -8.1599
C: 4.5928 -4.9417 -9.0695
C: 5.8987 -5.3155 -9.3530
C: 6.9552 -4.6690 -8.7276
C: 6.7121 -3.6470 -7.8225
H: 3.3274 -3.6256 -7.9198
H: 3.7678 -5.4420 -9.5577
H: 6.0921 -6.1102 -10.0606
H: 7.9737 -4.9610 -8.9439
H: 7.5207 -3.1254 -7.3290
F: -3.4332 2.7672 1.9289
C: -4.7335 3.1304 1.9463
C: -5.5042 2.8841 0.8303
C: -6.8370 3.2603 0.8528
C: -7.3738 3.8791 1.9751
C: -6.5748 4.1227 3.0821
C: -5.2398 3.7441 3.0732
H: -5.0579 2.4230 -0.0403
H: -7.4573 3.0754 -0.0130
H: -8.4144 4.1754 1.9834
H: -6.9884 4.6104 3.9546
H: -4.5977 3.9182 3.9272
F: -2.3677 9.4037 0.3956
C: -2.9253 9.3790 -0.8400
C: -3.0508 10.5666 -1.5324
C: -3.6202 10.5422 -2.7971
C: -4.0580 9.3426 -3.3409
C: -3.9236 8.1623 -2.6207
C: -3.3486 8.1741 -1.3594
H: -2.7075 11.4905 -1.0852
H: -3.7203 11.4621 -3.3582
H: -4.5022 9.3271 -4.3274
H: -4.2605 7.2230 -3.0376
H: -3.2291 7.2566 -0.7934
F: 3.0696 -7.7182 -1.1789
C: 2.4682 -6.5710 -1.5743
C: 1.8096 -6.5423 -2.7872
C: 1.1826 -5.3660 -3.1811
C: 1.2320 -4.2419 -2.3688
C: 1.9124 -4.2936 -1.1628
C: 2.5306 -5.4636 -0.7554
H: 1.7855 -7.4294 -3.4063
H: 0.6492 -5.3302 -4.1216
H: 0.7408 -3.3323 -2.6701
H: 1.9564 -3.4172 -0.5310
H: 3.0497 -5.5157 0.1932
F: 2.3927 -4.5993 5.3064
C: 2.6335 -5.7145 4.5821
C: 1.5699 -6.3801 4.0096
C: 1.8222 -7.5064 3.2408
C: 3.1258 -7.9496 3.0629
C: 4.1783 -7.2702 3.6587
C: 3.9354 -6.1406 4.4258
H: 0.5633 -6.0140 4.1608
H: 1.0016 -8.0313 2.7722
H: 3.3211 -8.8224 2.4552
H: 5.1936 -7.6152 3.5204
H: 4.7420 -5.5860 4.8859
F: 0.5788 0.6767 9.6714
C: 0.7806 -0.4664 8.9817
C: -0.2943 -1.0802 8.3739
C: -0.0820 -2.2532 7.6628
C: 1.1935 -2.7953 7.5780
C: 2.2601 -2.1590 8.1981
C: 2.0581 -0.9827 8.9046
H: -1.2802 -0.6419 8.4562
H: -0.9080 -2.7411 7.1764
H: 1.3555 -3.7068 7.0283
H: 3.2542 -2.5800 8.1318
H: 2.8762 -0.4672 9.3895
F: -2.1246 -2.3379 5.3946
C: -1.9585 -1.1665 4.7268
C: -2.9908 -0.7081 3.9353
C: -2.8288 0.4868 3.2493
C: -1.6430 1.1979 3.3568
C: -0.6169 0.7151 4.1570
C: -0.7699 -0.4744 4.8556
H: -3.9043 -1.2825 3.8582
H: -3.6301 0.8618 2.6275
H: -1.5192 2.1262 2.8154
H: 0.3103 1.2655 4.2381
H: 0.0184 -0.8574 5.4857


DFT (ωB97M-V with the def2-TZVPD basis set) results for a molecular structure, C51H48CaClIN6O5PSSb at a distorted geometry.

Values from the calculation:
- total charge = 0
- orbital gap (eV) = 7.92

Cartesian coordinates (Å):
Ca: -0.0986 -0.7365 -0.0815
C: -2.8541 2.5719 0.7599
C: -3.6142 1.3251 1.0627
C: -4.9085 1.4549 1.5642
C: -5.6311 0.3282 1.8996
C: -5.0267 -0.9008 1.7104
C: -3.7486 -0.9452 1.1721
N: -3.0535 0.1326 0.8514
Sb: -3.1401 -2.9981 0.7573
C: -1.4001 -3.1810 1.9857
C: -0.5299 -4.2476 1.8338
C: 0.3975 -4.4664 2.8373
C: 0.3755 -3.6481 3.9513
C: -0.5444 -2.6078 4.0207
C: -0.6230 -1.7181 5.2187
N: -1.4182 -2.3913 3.0436
C: -2.0834 -3.0217 -1.1586
C: -2.7268 -3.6973 -2.1875
C: -2.0286 -3.9687 -3.3517
C: -0.6818 -3.6604 -3.3951
C: -0.0895 -3.0252 -2.3026
C: 1.3673 -2.7465 -2.2710
N: -0.8066 -2.6683 -1.2353
H: -3.5316 3.3765 0.4844
H: -2.3096 2.8617 1.6575
H: -2.1406 2.4174 -0.0434
H: -5.3404 2.4391 1.6727
H: -6.6421 0.4025 2.2769
H: -5.5402 -1.8240 1.9475
H: -0.5787 -4.8807 0.9534
H: 1.1238 -5.2649 2.7611
H: 1.0758 -3.8057 4.7563
H: -1.5874 -1.2172 5.2490
H: -0.4846 -2.3057 6.1234
H: 0.1703 -0.9699 5.1748
H: -3.7599 -3.9943 -2.0614
H: -2.5160 -4.4420 -4.1918
H: -0.0880 -3.9047 -4.2622
H: 1.9216 -3.4584 -2.8757
H: 1.5703 -1.7435 -2.6548
H: 1.7224 -2.7738 -1.2421
I: 0.5430 2.0868 0.9771
C: 0.7798 3.6208 -0.5200
C: 1.6292 4.6026 -0.0582
C: 1.8764 5.7758 -0.7698
C: 1.2246 5.9713 -1.9487
C: 0.3672 4.9844 -2.4733
C: -0.2562 5.2720 -3.7046
C: -1.0710 4.3610 -4.3055
C: -1.2483 3.1240 -3.6898
C: -0.6772 2.7886 -2.4748
P: -1.0668 1.0292 -2.0434
C: -0.6892 0.3207 -3.7078
C: -1.5017 -0.6164 -4.3361
C: -1.1454 -1.1512 -5.5631
C: 0.0308 -0.7693 -6.1820
C: 0.8471 0.1657 -5.5662
C: 0.4873 0.7116 -4.3491
C: -2.9127 1.0830 -2.1573
C: -3.7313 2.2008 -2.2819
C: -5.1079 2.0702 -2.2218
C: -5.6959 0.8308 -2.0360
C: -4.8931 -0.2866 -1.8787
C: -3.5199 -0.1463 -1.9184
C: 0.1398 3.7377 -1.7883
H: 2.1088 4.4642 0.8982
H: 2.5587 6.5101 -0.3729
H: 1.3557 6.8821 -2.5116
H: -0.0632 6.2310 -4.1627
H: -1.5609 4.5674 -5.2449
H: -1.8554 2.3900 -4.2030
H: -2.4405 -0.9177 -3.8929
H: -1.7994 -1.8708 -6.0348
H: 0.2964 -1.1877 -7.1423
H: 1.7685 0.4716 -6.0395
H: 1.1249 1.4516 -3.8898
H: -3.3013 3.1820 -2.4199
H: -5.7311 2.9482 -2.3035
H: -6.7711 0.7356 -1.9986
H: -5.3256 -1.2622 -1.6910
H: -2.8898 -1.0080 -1.7386
C: -1.4511 1.8522 4.5140
O: -1.6661 1.1266 3.3261
H: -1.7036 1.2626 5.4024
H: -2.0993 2.7286 4.4870
H: -0.4124 2.1820 4.5977
H: -1.0989 0.3447 3.3390
O: 2.5399 -2.8158 2.3737
C: 2.2299 -2.0219 1.4742
O: 1.0795 -1.6484 1.1773
C: 3.4175 -1.4697 0.7034
C: 3.7735 -0.1305 0.8215
C: 4.9289 0.3265 0.2236
C: 5.7128 -0.5608 -0.5056
C: 5.3766 -1.9052 -0.6182
C: 4.2289 -2.3553 -0.0017
N: 6.9061 -0.0833 -1.1353
O: 7.2487 1.0609 -0.9135
O: 7.5188 -0.8494 -1.8543
H: 3.1444 0.5400 1.3882
H: 5.2343 1.3579 0.2964
H: 6.0236 -2.5670 -1.1736
H: 3.9578 -3.4006 -0.0497
Cl: 1.7840 0.3599 -1.5911
S: 1.6607 0.5245 3.8596
C: 3.1058 -0.0134 4.4492
N: 3.8756 0.6887 5.3156
C: 5.1379 0.0296 5.5677
C: 4.9245 -1.3544 4.9202
N: 3.6814 -1.1914 4.2056
H: 3.7307 1.6690 5.4749
H: 5.3309 -0.0380 6.6418
H: 5.9658 0.5752 5.1022
H: 4.8321 -2.1398 5.6786
H: 5.7321 -1.6243 4.2351
H: 3.2664 -1.9082 3.6044


Number 1: electronic energy -136345.3832 eV. Number 2: electronic energy -214514.1154 eV. Number 3: electronic energy -103841.8300 eV. Number 4: electronic energy -138568.8436 eV.